(1)
Here is C11H13N7O6 as an isolated structure at a distorted geometry from the OMol25 dataset. Energies are from ωB97M-V/def2-TZVPD.

Cartesian coordinates (Å):
O 3.179 5.338 1.022
N 1.947 5.195 1.111
O 1.166 6.160 1.282
C 1.330 3.883 0.998
C -0.060 3.785 0.931
C -0.686 2.535 0.689
N -2.124 2.453 0.834
O -2.764 3.508 1.026
O -2.677 1.327 0.779
C 0.047 1.370 0.409
C 1.402 1.451 0.606
N 2.377 0.438 0.697
O 2.335 -0.786 0.615
O 3.568 1.069 1.042
N 3.408 2.435 1.153
C 2.094 2.653 0.900
H -0.678 4.666 1.065
H -0.478 0.266 0.079
C -1.577 -1.749 1.484
N -1.120 -2.352 0.255
C -1.233 -3.767 0.009
C -0.667 -3.933 -1.390
N -0.288 -2.592 -1.767
C 0.264 -2.309 -3.070
C -0.553 -1.695 -0.785
N -0.292 -0.402 -0.814
H -1.714 -0.671 1.358
H -2.544 -2.191 1.753
H -0.869 -1.943 2.305
H -0.662 -4.346 0.745
H -2.279 -4.092 0.063
H 0.196 -4.609 -1.397
H -1.414 -4.341 -2.082
H 0.276 -1.234 -3.256
H 1.286 -2.702 -3.165
H -0.352 -2.790 -3.841
H 0.156 -0.031 -1.643

Its HOMO energy is -8.601 eV. The electronic energy comes out at -34320.636 eV. The HOMO-LUMO gap comes out at 7.1 eV. For the lowest unoccupied orbital energy, the calculation gives -1.53 eV.

So, what does the Mulliken scheme give us? The charges, in e, come out as: atom 1 (O): -0.56, atom 2 (N): 0.91, atom 3 (O): -0.60, atom 4 (C): -0.72, atom 5 (C): -0.19, atom 6 (C): -0.66, atom 7 (N): 0.94, atom 8 (O): -0.62, atom 9 (O): -0.62, atom 10 (C): 0.80, atom 11 (C): 0.86, atom 12 (N): 0.79, atom 13 (O): -0.72, atom 14 (O): -0.20, atom 15 (N): -0.52, atom 16 (C): 0.70, atom 17 (H): 0.62, atom 18 (H): -1.07, atom 19 (C): -0.66, atom 20 (N): 0.16, atom 21 (C): -0.61, atom 22 (C): -0.62, atom 23 (N): 0.09, atom 24 (C): -1.01, atom 25 (C): 0.63, atom 26 (N): -0.36, atom 27 (H): 0.10, atom 28 (H): 0.36, atom 29 (H): 0.27, atom 30 (H): 0.31, atom 31 (H): 0.31, atom 32 (H): 0.33, atom 33 (H): 0.35, atom 34 (H): 0.30, atom 35 (H): 0.31, atom 36 (H): 0.34, atom 37 (H): 0.25

=====

(2)
Here is one molecule with the formula C11H13NO3 at a distorted geometry from the OMol25 dataset. Energies are from ωB97M-V/def2-TZVPD.

Cartesian coordinates (Å):
C 0.182 0.667 -1.225
C -0.754 0.893 1.596
C -2.627 -0.409 0.229
C 0.491 0.384 1.202
C -2.193 -1.064 -0.737
C 1.486 0.099 2.341
C -1.783 1.136 0.731
C 0.859 0.195 -0.096
C 2.750 0.924 2.408
C -1.729 -2.121 -2.797
C 2.798 0.067 -1.372
N -0.027 1.121 -2.287
O 1.297 -0.812 3.106
O -1.386 -1.746 -1.492
O 2.072 -0.425 -0.284
H -0.953 0.946 2.649
H -3.528 -0.259 0.753
H -2.545 1.745 1.166
H -1.371 1.462 -0.268
H 3.602 0.262 2.870
H 2.454 1.857 2.949
H 3.056 1.148 1.319
H -2.763 -2.571 -2.834
H -1.216 -3.035 -3.100
H -1.389 -1.429 -3.605
H 2.344 -0.196 -2.245
H 3.847 -0.443 -1.182
H 2.884 1.137 -1.312

Its HOMO energy (alpha / beta) is -7.221 / -7.097 eV. The electronic energy comes out at -19242.386 eV. The HOMO-LUMO gap (alpha / beta) comes out at 7.0 / 6.5 eV. For the lowest unoccupied orbital energy (alpha / beta), the calculation gives -0.25 / -0.60 eV.

So, what does the Mulliken scheme give us? The charges, in e, come out as: atom 1 (C): -0.22, atom 2 (C): -0.39, atom 3 (C): -0.42, atom 4 (C): 0.87, atom 5 (C): 0.25, atom 6 (C): -0.01, atom 7 (C): -1.05, atom 8 (C): 0.99, atom 9 (C): -0.84, atom 10 (C): -0.74, atom 11 (C): -1.04, atom 12 (N): -0.62, atom 13 (O): -0.53, atom 14 (O): -0.24, atom 15 (O): -0.36, atom 16 (H): 0.41, atom 17 (H): 0.42, atom 18 (H): 0.56, atom 19 (H): 0.25, atom 20 (H): 0.26, atom 21 (H): 0.29, atom 22 (H): 0.22, atom 23 (H): 0.34, atom 24 (H): 0.29, atom 25 (H): 0.30, atom 26 (H): 0.44, atom 27 (H): 0.21, atom 28 (H): 0.37

=====

(3)
Here is C11H13P as an isolated structure at a distorted geometry from the OMol25 dataset. Energies are from ωB97M-V/def2-TZVPD.

Cartesian coordinates (Å):
C 3.071 0.400 0.350
C 2.436 -0.797 0.685
C 2.321 1.488 0.020
C 1.075 -0.993 0.481
C 0.950 1.335 -0.206
C 0.330 0.073 -0.028
C 0.049 2.474 -0.619
C -2.159 -0.845 1.070
C -2.083 -0.905 -0.470
C -1.184 0.191 -0.239
C -1.485 -2.153 -1.019
P -1.658 1.915 -0.322
H 4.203 0.655 0.360
H 2.912 -1.616 1.333
H 2.776 2.355 -0.269
H 0.603 -1.881 0.689
H 0.430 3.314 -0.024
H 0.228 2.465 -1.683
H -2.923 -0.320 1.579
H -1.424 -1.358 1.655
H -2.906 -0.672 -1.062
H -1.388 -2.884 -0.274
H -0.475 -1.845 -1.285
H -2.083 -2.316 -1.849
H -1.615 1.922 1.127

Its HOMO energy is -7.667 eV. The electronic energy comes out at -20903.092 eV. The HOMO-LUMO gap comes out at 8.3 eV. For the lowest unoccupied orbital energy, the calculation gives 0.62 eV.

So, what does the Mulliken scheme give us? The charges, in e, come out as: atom 1 (C): -0.40, atom 2 (C): -0.68, atom 3 (C): -0.79, atom 4 (C): -0.26, atom 5 (C): 0.37, atom 6 (C): 0.38, atom 7 (C): -1.04, atom 8 (C): -1.11, atom 9 (C): 0.68, atom 10 (C): 0.14, atom 11 (C): -1.65, atom 12 (P): -0.26, atom 13 (H): 0.25, atom 14 (H): 0.25, atom 15 (H): 0.51, atom 16 (H): 0.47, atom 17 (H): 0.48, atom 18 (H): 0.36, atom 19 (H): 0.32, atom 20 (H): 0.25, atom 21 (H): 0.52, atom 22 (H): 0.34, atom 23 (H): 0.41, atom 24 (H): 0.43, atom 25 (H): 0.03

=====

(4)
Here is an isolated ion of composition C11H14BBrClN4O and charge +1 at a distorted geometry from the OMol25 dataset. Energies are from ωB97M-V/def2-TZVPD.

Cartesian coordinates (Å):
C 3.899 0.864 -0.479
C 3.187 -0.367 0.190
Br 4.375 -1.451 1.325
C 2.354 -1.251 -0.856
N 1.137 -0.450 -1.160
C 0.986 0.350 -2.300
C -0.311 0.974 -2.172
Cl -1.131 2.128 -3.204
N -0.809 0.468 -0.971
C -2.042 0.706 -0.245
C -3.321 0.051 -0.496
C -4.449 0.361 0.341
N -4.572 1.241 1.379
C -3.364 1.855 1.543
C -2.115 1.665 0.852
C 0.043 -0.412 -0.339
B -0.234 -1.192 1.050
N -0.804 -2.561 1.130
O 0.057 -0.522 2.258
H 3.296 1.348 -1.288
H 4.872 0.547 -0.951
H 4.112 1.664 0.283
H 2.410 0.068 0.883
H 2.103 -2.225 -0.369
H 3.010 -1.379 -1.749
H 1.718 0.473 -3.123
H -3.410 -0.713 -1.302
H -5.398 -0.189 0.099
H -3.357 2.634 2.353
H -1.213 2.245 1.151
H -1.492 -2.539 1.895
H -0.074 -3.200 1.483
H 0.535 -1.191 2.790

Its HOMO energy is -12.939 eV. The electronic energy comes out at -102877.385 eV. The HOMO-LUMO gap comes out at 9.5 eV. For the lowest unoccupied orbital energy, the calculation gives -3.48 eV. Its charge is +1. Its SMILES is C[C@H](Br)Cn1cc(Cl)[n+](-c2ccncc2)c1B(N)O.

So, what does the Mulliken scheme give us? The charges, in e, come out as: atom 1 (C): -1.13, atom 2 (C): 0.26, atom 3 (Br): -0.08, atom 4 (C): -0.86, atom 5 (N): 0.33, atom 6 (C): -0.43, atom 7 (C): 0.31, atom 8 (Cl): -0.11, atom 9 (N): 0.52, atom 10 (C): -0.46, atom 11 (C): -0.26, atom 12 (C): -0.21, atom 13 (N): -0.51, atom 14 (C): -0.28, atom 15 (C): 0.01, atom 16 (C): -0.07, atom 17 (B): 0.47, atom 18 (N): -0.67, atom 19 (O): -0.63, atom 20 (H): 0.28, atom 21 (H): 0.37, atom 22 (H): 0.36, atom 23 (H): 0.22, atom 24 (H): 0.39, atom 25 (H): 0.39, atom 26 (H): 0.49, atom 27 (H): 0.37, atom 28 (H): 0.34, atom 29 (H): 0.33, atom 30 (H): 0.37, atom 31 (H): 0.29, atom 32 (H): 0.27, atom 33 (H): 0.33

=====

(5)
Here is C11H14BEuN7O as an isolated structure at a distorted geometry from the OMol25 dataset. Energies are from ωB97M-V/def2-TZVPD.

Cartesian coordinates (Å):
C -2.173 -2.541 -1.944
N -1.022 -1.834 -1.862
N -0.332 -1.989 -3.075
C -1.095 -2.745 -3.902
C -2.253 -3.143 -3.214
B 1.131 -1.379 -3.131
N 1.091 0.162 -2.821
N 0.725 0.679 -1.587
C 0.900 2.022 -1.668
C 1.392 2.350 -2.945
C 1.518 1.147 -3.622
Eu -0.117 -1.178 0.247
N 2.131 -1.963 -2.080
N 1.887 -1.827 -0.693
C 3.024 -2.210 -0.054
C 3.979 -2.612 -1.009
C 3.379 -2.424 -2.247
H 3.098 -2.168 1.026
H 3.777 -2.572 -3.242
H 4.974 -2.974 -0.814
H 1.564 -1.545 -4.250
H 1.872 0.904 -4.617
H -0.788 -2.961 -4.914
H 1.613 3.326 -3.343
H -3.054 -3.765 -3.572
H 0.687 2.691 -0.845
H -2.847 -2.602 -1.090
H 3.745 1.301 1.902
C 3.081 2.064 2.314
H 2.974 3.046 1.816
H -2.593 2.760 2.776
H 2.539 1.881 3.258
O -1.415 0.135 1.833
C -1.604 1.282 2.078
N -1.730 2.456 2.351

As for the spin multiplicity: 8. Its HOMO energy (alpha / beta) is -14.115 / -14.988 eV. The electronic energy comes out at -44100.969 eV. The HOMO-LUMO gap (alpha / beta) comes out at 3.3 / 7.1 eV. The expectation value of S² is 15.77. For the lowest unoccupied orbital energy (alpha / beta), the calculation gives -10.77 / -7.86 eV. Its charge is +2.

So, what does the Mulliken scheme give us? The charges, in e, come out as: atom 1 (C): 0.01, atom 2 (N): -0.23, atom 3 (N): 0.03, atom 4 (C): -0.04, atom 5 (C): -0.99, atom 6 (B): -0.19, atom 7 (N): 0.14, atom 8 (N): -0.06, atom 9 (C): -0.31, atom 10 (C): -0.97, atom 11 (C): -0.07, atom 12 (Eu): 1.95, atom 13 (N): -0.06, atom 14 (N): -0.03, atom 15 (C): -0.08, atom 16 (C): -1.00, atom 17 (C): -0.06, atom 18 (H): 0.43, atom 19 (H): 0.47, atom 20 (H): 0.41, atom 21 (H): -0.04, atom 22 (H): 0.43, atom 23 (H): 0.49, atom 24 (H): 0.41, atom 25 (H): 0.41, atom 26 (H): 0.46, atom 27 (H): 0.40, atom 28 (H): 0.34, atom 29 (C): -0.96, atom 30 (H): 0.31, atom 31 (H): 0.34, atom 32 (H): 0.34, atom 33 (O): -0.62, atom 34 (C): 0.72, atom 35 (N): -0.36

=====

(6)
Here is C11H14BF3N6NiO3S as an isolated structure at a distorted geometry from the OMol25 dataset. Energies are from ωB97M-V/def2-TZVPD.

Cartesian coordinates (Å):
H -0.713 2.246 1.475
N -0.444 1.364 -0.423
B 0.555 0.376 -2.474
N 0.288 1.601 -1.535
C 0.922 2.774 -1.344
Ni -1.073 -1.270 -0.146
H 1.581 3.152 -2.108
C 0.580 3.258 -0.078
H 0.920 4.161 0.376
C -0.290 2.322 0.488
H 1.154 0.634 -3.471
C -1.396 -2.633 1.014
H -1.767 -2.046 1.880
H -0.471 -3.141 1.305
H -2.168 -3.322 0.649
N -0.805 -0.297 -2.757
N 1.337 -0.631 -1.584
N -1.573 -0.908 -1.731
N 0.757 -1.073 -0.397
C -1.566 -0.187 -3.857
C 2.640 -0.965 -1.583
H -1.139 0.261 -4.740
H 3.242 -0.727 -2.449
C -2.840 -0.702 -3.603
C 2.937 -1.593 -0.378
C -2.826 -1.109 -2.270
C 1.748 -1.615 0.356
H -3.676 -0.686 -4.291
H 3.892 -1.960 -0.054
H -3.611 -1.521 -1.662
H 1.538 -1.937 1.360
H -0.948 0.465 -0.414
F 1.716 0.745 5.621
C 0.803 1.319 4.799
F -0.072 2.023 5.556
F 1.457 2.195 3.986
S -0.063 0.025 3.762
O 1.045 -0.513 2.974
O -0.624 -0.875 4.758
O -1.047 0.791 2.991

As for the spin multiplicity: 3. Its HOMO energy (alpha / beta) is -8.959 / -8.957 eV. The electronic energy comes out at -87422.935 eV. The HOMO-LUMO gap (alpha / beta) comes out at 8.9 / 7.7 eV. The expectation value of S² is 2.01. For the lowest unoccupied orbital energy (alpha / beta), the calculation gives -0.03 / -1.27 eV.

So, what does the Mulliken scheme give us? The charges, in e, come out as: atom 1 (H): 0.70, atom 2 (N): 0.30, atom 3 (B): -0.04, atom 4 (N): 0.14, atom 5 (C): -0.13, atom 6 (Ni): -0.32, atom 7 (H): 0.49, atom 8 (C): -1.07, atom 9 (H): 0.42, atom 10 (C): -0.11, atom 11 (H): -0.07, atom 12 (C): -0.93, atom 13 (H): 0.27, atom 14 (H): 0.21, atom 15 (H): 0.39, atom 16 (N): 0.15, atom 17 (N): 0.30, atom 18 (N): 0.02, atom 19 (N): 0.05, atom 20 (C): -0.05, atom 21 (C): -0.06, atom 22 (H): 0.47, atom 23 (H): 0.45, atom 24 (C): -1.03, atom 25 (C): -1.30, atom 26 (C): -0.15, atom 27 (C): -0.15, atom 28 (H): 0.38, atom 29 (H): 0.40, atom 30 (H): 0.48, atom 31 (H): 0.62, atom 32 (H): 0.18, atom 33 (F): -0.22, atom 34 (C): 0.50, atom 35 (F): -0.23, atom 36 (F): -0.23, atom 37 (S): 1.19, atom 38 (O): -0.65, atom 39 (O): -0.66, atom 40 (O): -0.71

=====

(7)
Here is C11H14BN7PtSe as an isolated structure at a distorted geometry from the OMol25 dataset. Energies are from ωB97M-V/def2-TZVPD.

Cartesian coordinates (Å):
C -0.952 2.846 -0.987
N -0.383 1.746 -0.414
N -0.129 0.827 -1.420
C -0.314 1.449 -2.616
C -0.851 2.706 -2.385
B 0.502 -0.614 -1.317
N 1.593 -0.472 -0.207
N 1.596 0.395 0.881
C 2.782 0.289 1.524
C 3.600 -0.557 0.770
C 2.840 -0.981 -0.317
Pt 0.185 1.623 1.620
N -0.499 -1.857 -1.284
N -1.340 -1.976 -0.192
C -2.156 -3.002 -0.397
C -1.820 -3.649 -1.624
C -0.752 -2.893 -2.145
H -2.952 -3.243 0.313
H -0.183 -3.032 -3.057
H -2.313 -4.518 -2.029
H 1.076 -0.794 -2.353
H 3.060 -1.521 -1.219
H 0.031 0.934 -3.520
H 4.613 -0.814 0.986
H -1.142 3.417 -3.148
H 2.917 0.769 2.489
H -1.436 3.628 -0.397
H -0.031 -0.143 2.791
C 0.276 0.665 3.468
H 1.198 0.334 3.939
H 0.440 1.802 3.195
H -0.519 0.759 4.205
Se -4.448 1.695 1.158
C -2.808 1.989 1.674
N -1.678 2.192 2.013

As for the spin multiplicity: 5. Its HOMO energy (alpha / beta) is -22.345 / -21.975 eV. The electronic energy comes out at -91281.207 eV. The HOMO-LUMO gap (alpha / beta) comes out at 8.4 / 4.1 eV. The expectation value of S² is 6.05. For the lowest unoccupied orbital energy (alpha / beta), the calculation gives -13.94 / -17.83 eV. Its charge is +4.

So, what does the Mulliken scheme give us? The charges, in e, come out as: atom 1 (C): -0.02, atom 2 (N): -0.15, atom 3 (N): 0.12, atom 4 (C): 0.17, atom 5 (C): -0.86, atom 6 (B): 0.17, atom 7 (N): 0.15, atom 8 (N): -0.12, atom 9 (C): 0.23, atom 10 (C): -0.93, atom 11 (C): 0.09, atom 12 (Pt): 0.66, atom 13 (N): 0.49, atom 14 (N): -0.61, atom 15 (C): -0.08, atom 16 (C): -0.52, atom 17 (C): -0.04, atom 18 (H): 0.49, atom 19 (H): 0.50, atom 20 (H): 0.47, atom 21 (H): -0.02, atom 22 (H): 0.52, atom 23 (H): 0.49, atom 24 (H): 0.50, atom 25 (H): 0.49, atom 26 (H): 0.55, atom 27 (H): 0.59, atom 28 (H): 0.33, atom 29 (C): -1.32, atom 30 (H): 0.41, atom 31 (H): 0.42, atom 32 (H): 0.44, atom 33 (Se): 0.39, atom 34 (C): 0.47, atom 35 (N): -0.47

=====

(8)
Here is C11H14Br3IN3OPS as an isolated structure at a distorted geometry from the OMol25 dataset. Energies are from ωB97M-V/def2-TZVPD.

Cartesian coordinates (Å):
C 3.136 0.185 1.834
C 1.908 -0.266 1.000
N 1.107 0.855 0.459
C -0.240 0.886 0.929
C -1.187 -0.218 0.781
P -0.604 -1.744 -0.103
O -1.071 -2.972 0.916
Br -1.889 -2.018 -1.973
C -2.471 -0.149 1.264
C -3.499 -1.261 1.173
C -2.887 1.068 1.899
N -4.125 1.273 2.379
S -4.045 2.766 2.999
N -2.517 3.213 2.706
C -1.981 2.167 2.063
C -0.659 2.022 1.545
I 0.660 3.666 1.815
H 4.025 -0.382 1.519
H 2.948 -0.083 2.886
H 3.348 1.258 1.771
H 2.241 -0.890 0.158
H 1.264 -0.905 1.626
H 1.086 0.851 -0.558
H -1.161 -3.752 0.344
H -3.706 -1.704 2.156
H -4.426 -0.801 0.796
H -3.228 -2.041 0.463
Br 3.451 -1.265 -2.605
C 2.430 -0.867 -4.213
C 2.111 0.601 -4.313
Br 0.669 1.096 -3.105
H 1.544 -1.495 -4.189
H 3.068 -1.176 -5.039
H 1.745 0.845 -5.309
H 2.957 1.238 -4.074

Its HOMO energy is -8.577 eV. The electronic energy comes out at -256504.621 eV. The HOMO-LUMO gap comes out at 7.7 eV. For the lowest unoccupied orbital energy, the calculation gives -0.89 eV.

So, what does the Mulliken scheme give us? The charges, in e, come out as: atom 1 (C): -1.22, atom 2 (C): 0.01, atom 3 (N): 0.08, atom 4 (C): -0.49, atom 5 (C): 0.70, atom 6 (P): 0.39, atom 7 (O): -0.50, atom 8 (Br): -0.26, atom 9 (C): 0.34, atom 10 (C): -1.53, atom 11 (C): 0.80, atom 12 (N): -0.62, atom 13 (S): 0.16, atom 14 (N): -0.61, atom 15 (C): 0.61, atom 16 (C): -0.68, atom 17 (I): 0.07, atom 18 (H): 0.32, atom 19 (H): 0.32, atom 20 (H): 0.28, atom 21 (H): 0.24, atom 22 (H): 0.16, atom 23 (H): -0.04, atom 24 (H): 0.37, atom 25 (H): 0.29, atom 26 (H): 0.38, atom 27 (H): 0.43, atom 28 (Br): -0.12, atom 29 (C): -0.55, atom 30 (C): -0.60, atom 31 (Br): -0.12, atom 32 (H): 0.35, atom 33 (H): 0.34, atom 34 (H): 0.34, atom 35 (H): 0.38